Entry 1:
44
Properties=species:S:1:pos:R:3:forces:R:3 method="wB97M-V/def2-TZVPD" total_charge=-2 smiles="[H]/N=C(/N)NCCCCN(C(=O)[O-])[C@@](COCC(=O)[O-])(CC(=O)Br)N=C=O"
N 2.887559 0.639290 3.935739 0.12 -0.17 -0.08
C 2.696342 0.445591 2.695430 -0.19 0.00 0.04
N 3.588179 0.971296 1.740518 -0.42 0.61 0.25
N 1.614036 -0.315225 2.170631 0.28 0.22 -0.11
C 1.993993 -1.690331 1.805152 0.38 -0.06 -0.32
C 1.152204 -2.208547 0.638234 0.17 0.09 0.40
C 1.602956 -1.524600 -0.659966 -0.20 -0.42 -0.28
C 0.567620 -1.278989 -1.781531 0.38 0.27 -0.19
N 0.273659 0.159376 -1.938654 -0.65 -0.76 0.51
C 0.628497 0.628208 -3.327204 0.59 0.64 -0.28
O 0.231789 -0.078369 -4.263257 0.01 -0.16 0.09
O 1.328158 1.659322 -3.339638 -0.30 -0.16 0.12
C -1.026171 0.603462 -1.481568 0.43 1.07 -0.25
C -1.466056 -0.099784 -0.197611 -0.77 -0.27 0.19
O -2.746923 0.364248 0.166989 0.28 0.40 -0.06
C -2.895746 0.527695 1.571874 -0.31 -0.06 0.06
C -2.928406 -0.806909 2.372669 0.18 -0.09 0.24
O -3.701980 -1.680388 1.932804 0.06 -0.01 -0.06
O -2.188238 -0.841824 3.386663 -0.15 0.08 -0.12
C -0.921577 2.140458 -1.143061 0.30 -0.07 0.17
C -1.807549 3.056077 -1.938753 -0.24 -0.08 0.12
O -2.957088 3.254371 -1.765522 0.05 0.05 -0.03
Br -0.896929 4.100650 -3.356690 0.05 0.02 -0.02
N -2.100118 0.489388 -2.526545 -0.24 -0.74 0.23
C -2.624423 -0.572537 -2.775420 0.70 0.23 0.17
O -3.104957 -1.600153 -3.047115 -0.45 -0.07 -0.26
H 2.128927 0.174938 4.430378 0.03 0.00 0.04
H 4.094741 1.744306 2.158605 0.18 -0.19 0.05
H 3.082243 1.346792 0.943389 0.12 -0.32 -0.18
H 1.309257 0.153265 1.321123 -0.17 -0.14 -0.01
H 1.961321 -2.351134 2.672545 -0.30 0.15 0.10
H 3.037624 -1.696808 1.450720 0.02 -0.06 0.10
H 0.088637 -2.081368 0.845501 0.03 0.08 0.07
H 1.337827 -3.285201 0.596895 -0.15 -0.01 -0.19
H 2.401463 -2.140456 -1.087100 0.09 0.05 0.09
H 2.061710 -0.556913 -0.449759 -0.03 0.04 -0.01
H 1.034207 -1.595016 -2.712940 -0.19 0.02 -0.08
H -0.328820 -1.894023 -1.680894 0.05 -0.08 0.10
H -0.762713 0.099277 0.617664 0.20 0.03 -0.14
H -1.535937 -1.182918 -0.331213 0.12 0.01 -0.02
H -3.862565 1.022086 1.698323 0.00 -0.03 0.00
H -2.120414 1.190340 1.978212 0.13 -0.09 -0.09
H -1.251551 2.287981 -0.112059 -0.13 -0.07 -0.03
H 0.125213 2.423072 -1.213554 -0.05 0.04 -0.30


Entry 2:
47
Properties=species:S:1:pos:R:3:forces:R:3 method="wB97M-V/def2-TZVPD" total_charge=+1
C -0.963965 3.287781 0.900523 -0.39 0.64 0.45
O -1.057368 2.745874 -0.463784 0.87 -1.79 0.43
C -0.157374 1.602128 -0.677942 1.32 1.31 -0.41
C -0.779346 0.138671 -0.281370 -1.59 1.56 1.18
N 0.418870 -0.810439 -0.135764 0.51 0.01 -0.50
I 0.250309 -2.041855 1.559363 0.08 -0.01 0.25
C 0.652187 -1.681653 -1.358223 0.18 -2.02 -1.89
C 2.300387 -1.877625 -1.474689 4.66 3.23 -4.50
O 3.091275 -1.069742 -2.229912 -5.96 -5.15 5.43
N 3.049899 -3.028090 -0.772249 -3.36 -1.72 -0.42
C 2.418434 -4.365645 -1.108799 -2.19 -1.88 -5.26
O 1.967533 -4.673634 -2.332479 3.14 2.39 8.97
F 2.335996 -5.392414 -0.018274 0.63 3.79 -3.19
C 0.033789 -1.083631 -2.753890 1.47 -0.86 -0.94
N -1.436857 -0.735520 -2.708261 1.24 2.09 1.64
C -1.925524 -0.434652 -1.302897 -0.87 0.56 -1.60
Cl -2.714727 -2.043153 -0.698470 1.38 1.31 0.11
C -3.221395 0.605188 -1.498912 0.16 -0.06 1.33
O -4.352280 -0.278276 -1.934937 -1.84 3.66 -1.44
C -5.454465 0.522086 -2.490969 0.10 -1.76 -0.29
F -6.602564 -0.426449 -2.727868 4.18 3.87 1.04
F -5.047418 1.033351 -3.838512 -1.67 -1.08 4.71
F -5.823209 1.585720 -1.528382 0.93 -3.30 -3.80
H -1.085661 2.405453 1.670724 0.36 2.07 -1.33
H -1.839572 4.088920 1.023191 1.91 -1.98 -0.38
H 0.055365 3.866563 0.998467 -1.90 -1.34 0.07
H 0.819496 1.829820 -0.030556 -2.07 -0.95 -1.20
H 0.225361 1.634842 -1.808341 -1.22 -0.17 2.32
H -1.261326 0.230638 0.804769 1.05 -0.13 -2.45
H 1.331384 -0.287291 0.022752 -1.66 -0.03 -0.08
H 0.131239 -2.741363 -1.192354 1.25 2.37 -0.21
H 3.094478 -2.862453 0.257141 0.05 -0.38 -0.97
H 0.726360 -0.212725 -3.117495 -1.34 -1.50 0.77
H 0.143061 -1.952190 -3.565684 0.04 1.78 1.96
H -1.521806 0.181474 -3.241192 -0.03 -1.61 0.79
H -2.989837 1.463769 -2.265079 -0.41 -1.80 1.44
H -3.533109 1.058484 -0.459491 0.80 -0.79 -2.10
C 2.836511 0.440227 4.893456 0.45 -0.59 1.10
C 3.777287 1.325978 4.142870 1.21 0.35 0.63
O 3.173660 1.435652 2.867833 -1.60 -0.29 -0.45
C 1.842864 1.181662 3.035553 -0.57 0.23 -0.42
O 0.994948 1.355026 2.176097 1.46 -0.65 1.26
O 1.584930 0.709596 4.290184 -0.30 0.57 -1.56
H 2.809673 0.671539 5.961826 -0.19 -0.05 -0.23
H 3.069584 -0.621948 4.764839 -0.04 0.09 0.01
H 3.853773 2.324900 4.585139 -0.03 -0.11 -0.09
H 4.779151 0.895405 4.062047 -0.21 0.14 -0.17


Entry 3:
72
Properties=species:S:1:pos:R:3:forces:R:3 method="wB97M-V/def2-TZVPD" total_charge=-1
K 0.522224 0.523498 -0.041701 -0.25 -0.90 -0.18
K 0.817483 3.929928 -0.712469 -0.01 0.55 -0.45
N -4.299827 3.558212 -3.964226 -4.16 -0.96 3.38
S -5.456629 2.882918 -2.936599 -4.62 3.18 1.66
O -5.470085 3.210909 -1.476686 1.39 -1.76 -2.85
O -6.058176 1.646591 -3.413621 1.18 1.30 1.03
F -6.495151 4.018203 -3.321805 -0.78 0.01 -0.77
S -3.298491 2.449385 -3.667915 6.83 -1.35 -2.50
O -3.420551 1.221153 -4.385937 -0.72 -0.47 1.05
O -2.589941 2.468102 -2.400283 -1.06 -0.36 0.04
F -2.279617 3.191186 -4.598344 2.12 0.53 -0.81
N 2.061742 1.850338 -2.064034 -4.53 -0.19 -3.63
S 2.007591 2.048330 -3.751885 -6.80 -0.14 -5.32
O 2.555594 1.087970 -4.720707 0.50 1.98 2.89
O 1.802254 3.446439 -4.158024 1.41 -2.38 1.46
F 0.468124 1.502379 -3.782750 1.02 0.48 0.48
S 3.513287 1.999613 -1.998265 11.08 0.22 4.69
O 4.084251 3.351590 -2.181647 -1.38 -2.60 -0.17
O 4.313542 0.830804 -2.384649 -1.27 2.05 -0.11
F 3.562757 1.829690 -0.375589 -0.14 0.35 -0.03
N -0.119445 2.716733 1.464886 -5.61 0.19 -2.29
S -1.668492 3.132063 2.043771 -6.94 -1.10 -1.23
O -1.835857 4.562435 2.236950 0.68 -2.32 -0.51
O -2.348263 2.160865 2.934932 2.28 2.49 -1.53
F -2.526096 2.726797 0.710387 1.57 0.98 0.32
S 0.433691 2.826030 2.834953 9.07 -0.19 8.52
O 0.068269 1.894096 3.905409 -0.01 1.44 -2.12
O 0.885311 4.146268 3.254276 -1.58 -1.02 -0.57
F 1.867123 2.237901 2.393144 0.42 -0.64 -0.40
C -4.627143 0.080864 1.152506 0.65 -0.16 -1.89
C -4.422842 0.351814 -0.374251 0.04 0.79 1.77
O -3.252052 -0.387986 -0.715432 0.97 -1.39 1.44
C -2.677048 -0.941451 0.440285 -0.27 0.10 -1.19
O -1.606357 -1.538308 0.477358 -1.87 1.49 -0.10
O -3.477288 -0.733100 1.507829 0.25 0.28 -0.26
H -5.531484 -0.524265 1.216542 0.15 0.26 0.94
H -4.602592 1.077352 1.593540 -0.18 -0.64 0.92
H -4.192438 1.411673 -0.482540 -0.20 -0.23 -0.57
H -5.383454 0.091839 -0.818921 0.72 -0.28 -1.04
C -0.018124 -2.290340 3.949162 -0.26 3.24 -0.89
C -1.305048 -1.501525 4.220227 -0.62 -0.60 -0.55
O -2.157215 -2.575206 4.633430 -1.54 0.27 1.19
C -1.554695 -3.775713 4.622489 -1.75 0.17 1.41
O -2.011345 -4.776150 5.131779 0.81 1.16 -1.16
O -0.405888 -3.617315 4.013213 2.40 -1.82 -0.47
H 0.746063 -1.929607 4.637634 0.24 -0.97 0.35
H 0.276773 -1.945945 2.957933 0.36 -0.95 -0.10
H -1.754367 -1.079142 3.321452 0.15 -0.06 -0.07
H -1.260339 -0.691054 4.947713 0.10 -0.40 0.31
C 4.959324 -2.347742 2.202503 1.19 -0.56 -0.60
C 5.096872 -0.857530 2.220377 4.67 -1.06 0.61
O 3.997908 -0.422959 1.575635 -2.74 0.11 -0.06
C 3.048061 -1.389671 1.817706 -2.23 2.83 -1.89
O 1.892150 -1.240272 1.486811 1.03 -0.18 0.39
O 3.566512 -2.423302 2.364243 -0.57 -2.61 1.07
H 5.515176 -2.947722 2.923019 -0.40 0.38 0.37
H 5.234958 -2.746849 1.226369 -0.23 -0.11 -0.24
H 5.981790 -0.608201 1.634843 0.05 0.42 0.16
H 5.285503 -0.595410 3.261447 -0.70 0.94 0.07
C 2.202943 -3.386238 -1.213152 0.59 0.87 -0.25
C 2.178152 -2.087482 -2.116529 1.43 -3.09 0.61
C 2.379812 -2.433646 -3.605649 1.34 0.55 0.25
O 1.122055 -2.230673 -4.179667 -0.59 -0.38 -0.09
C 0.255947 -1.786384 -3.258319 -3.10 2.53 -1.40
O -0.879156 -1.405543 -3.533015 3.16 -1.59 1.40
O 0.891815 -1.604480 -2.058074 -2.01 0.88 -0.34
H 2.079239 -3.116170 -0.164404 -0.29 -0.04 -0.06
H 3.130730 -3.954580 -1.278738 0.30 0.25 -0.21
H 1.428251 -4.090094 -1.517346 -0.25 0.28 -0.03
H 2.890599 -1.320668 -1.812396 -0.03 -0.05 0.20
H 2.749165 -3.430402 -3.846811 -0.23 -0.16 0.39
H 3.112458 -1.730844 -4.002377 -0.19 0.15 -0.41


Number 1: highest occupied orbital energy -2.4 eV, F_max 1.17 eV Å⁻¹. Number 2: highest occupied orbital energy -13.4 eV, F_max 9.80 eV Å⁻¹. Number 3: highest occupied orbital energy -7.2 eV, F_max 12.45 eV Å⁻¹.